Computed, not measured: the molecule C4H9NO, with ωB97M-V/def2-TZVPD.

Last columns: bonded neighbours and bond lengths (Å).
Element x y z (Å)
1 N -0.9704 -0.5305 0.2715  H5 1.272, C12 1.492, C13 1.527
2 H 1.7358 1.6062 0.1741  C8 1.179
3 H 1.5266 -1.2700 1.0784  C9 1.151
4 H 1.3861 -2.1515 -0.6375  C9 1.200
5 H -0.8976 -1.4989 1.0930  N1 1.272
6 H 2.3988 -0.4633 -0.1846  C9 1.183
7 H -0.0572 2.0748 -0.4199  C8 1.233
8 C 0.6035 1.2904 0.2639  H2 1.179, H7 1.233, H10 1.220, C12 1.565
9 C 1.4112 -1.1023 -0.0547  H3 1.151, H4 1.200, H6 1.183, C12 1.510
10 H 0.3555 1.4707 1.4443  C8 1.220
11 H -2.2866 1.0619 -1.1751  C13 1.335
12 C 0.3137 -0.1129 -0.3644  N1 1.492, C8 1.565, C9 1.510, H15 1.068
13 C -2.2597 0.0996 -0.2504  N1 1.527, H11 1.335, O14 1.254
14 O -3.3508 -0.3518 0.1706  C13 1.254
15 H 0.0911 -0.1225 -1.4093  C12 1.068

Values from the calculation:
Relative energy (zero: lowest compared OMol25 entry of this formula, charge and spin) ... 4.3172 eV
LUMO ... 0.801 eV
HOMO energy ... -9.25 eV
E ... -7828.003 eV
Strongest force on any atom ... 0.11128 hartree/bohr

Computed, not measured: the ion C5H11N2O with charge -1, with ωB97M-V/def2-TZVPD.

Last columns: bonded neighbours and bond lengths (Å).
Element x y z (Å)
1 H -0.2971 1.2174 0.7330  C11 1.188
2 H 2.5325 -0.5568 1.7495  C14 1.104
3 H -2.0712 0.5397 1.1816  C11 1.145
4 H 0.1002 -0.4594 2.2780  C12 1.115
5 H -1.2829 -1.8140 0.5516  C6 1.113
6 C -0.6074 -0.9492 0.3650  H5 1.113, H8 1.111, C11 1.618, C12 1.594
7 N 0.0590 1.0686 -2.1316  C13 1.328, H15 1.008, H17 1.025
8 H -0.2629 -1.2132 -0.6575  C6 1.111
9 H 0.7680 -2.2602 1.6603  C12 1.105
10 N -1.8749 0.7580 -0.8566  C11 1.442, C13 1.238
11 C -1.2236 0.5457 0.4123  H1 1.188, H3 1.145, C6 1.618, N10 1.442
12 C 0.4488 -1.2098 1.5305  H4 1.115, C6 1.594, H9 1.105, C14 1.704
13 C -1.2406 1.1048 -1.8615  N7 1.328, N10 1.238, H19 1.136
14 C 1.7898 -0.3221 0.9667  H2 1.104, C12 1.704, O16 1.258, H18 1.062
15 H 0.5644 1.7189 -2.7124  N7 1.008
16 O 1.6528 0.9267 0.9016  C14 1.258
17 H 0.6828 0.6620 -1.4267  N7 1.025
18 H 2.0936 -0.9235 0.1460  C14 1.062
19 H -1.8312 1.1666 -2.8296  C13 1.136

Values from the calculation:
Relative energy (zero: lowest compared OMol25 entry of this formula, charge and spin) ... 1.7109 eV
LUMO ... 4.051 eV
HOMO energy ... -2.38 eV
E ... -10388.827 eV
Strongest force on any atom ... 0.10158 hartree/bohr
Total charge ... -1

Computed, not measured: a cluster of 2 separate species, C4H7NO in total, with ωB97M-V/def2-TZVPD.

Last columns: bonded neighbours and bond lengths (Å).
Element x y z (Å)
1 O 1.9207 -0.1757 0.0221  C8 1.416, C11 1.260
2 H 3.7001 -0.7346 0.8716  C8 1.195
3 H -3.4386 -0.0102 1.1326  C9 1.093
4 H 3.7120 -0.6554 -1.0567  C8 1.144
5 N -0.6320 -0.5003 -0.2146  C13 1.288
6 H -2.3762 1.3168 0.5282  C9 1.072
7 H -3.8333 0.7518 -0.3451  C9 1.133
8 C 3.3308 -0.1508 -0.1029  O1 1.416, H2 1.195, H4 1.144, H10 1.183
9 C -2.9365 0.4397 0.2726  H3 1.093, H6 1.072, H7 1.133, C13 1.497
10 H 3.7636 0.9389 0.0548  C8 1.183
11 C 1.0598 0.7181 -0.1985  O1 1.260
12 H -2.3545 -1.4485 -0.6566  C13 1.110
13 C -1.9162 -0.4900 -0.3076  N5 1.288, C9 1.497, H12 1.110

Values from the calculation:
Relative energy (zero: lowest compared OMol25 entry of this formula, charge and spin) ... 7.2856 eV
LUMO (spin up / spin down) ... 0.422 / 0.422 eV
HOMO energy (spin up / spin down) ... -7.19 / -7.19 eV
E ... -7792.359 eV
Strongest force on any atom ... 0.07490 hartree/bohr